[1]
Entry from the Open Molecules 2025 dataset: a 7-piece molecular cluster, C40H90N8O8 overall in a non-equilibrium geometry (ωB97M-V with the def2-TZVPD basis set).

The geometry in XYZ format:
```
146
Properties=species:S:1:pos:R:3:mulliken_charge:R:1
C -0.045 -0.565 5.169 -0.47
C -0.354 -1.919 4.575 -0.28
O 0.842 -2.658 4.338 -0.62
O 0.627 0.212 4.169 -0.56
H 0.640 -0.761 6.004 0.52
H -0.890 -0.024 5.605 0.17
H -0.977 -1.904 3.676 0.11
H -0.904 -2.448 5.359 0.46
H 1.417 -2.085 3.809 0.25
H 1.095 0.957 4.558 0.18
C 1.408 -5.816 3.131 0.41
O 1.125 -6.929 2.718 -0.70
N 1.947 -4.855 2.307 -0.17
N 1.286 -5.468 4.463 -0.45
H 2.049 -3.897 2.591 0.31
H 2.151 -5.130 1.369 0.20
H 1.273 -4.495 4.728 0.36
H 0.735 -6.136 4.968 0.25
C 1.213 -1.179 0.815 0.64
O 1.676 -2.015 1.587 -0.76
N 1.120 -1.370 -0.540 0.13
N 0.630 -0.055 1.314 0.21
H 0.305 -1.098 -1.074 0.16
H 1.766 -2.055 -0.899 -0.22
H 0.268 0.680 0.733 -0.24
H 0.585 0.058 2.314 -0.10
C -0.530 -1.625 -4.806 -1.98
C -0.786 -0.170 -4.409 1.71
C -1.401 0.541 -5.621 -1.22
C -2.015 1.900 -5.274 -0.66
C -3.097 1.684 -4.231 -1.61
C -2.583 0.989 -2.967 2.40
N -1.769 -0.152 -3.341 -0.07
O -1.299 -0.847 -2.184 -0.28
C -1.838 2.012 -2.107 -1.73
C -3.817 0.486 -2.199 -2.32
C 0.552 0.527 -4.071 -1.35
H 0.323 -1.793 -5.460 0.41
H -1.421 -2.005 -5.315 0.43
H -0.434 -2.245 -3.918 0.36
H -0.612 0.717 -6.353 0.42
H -2.222 -0.025 -6.066 0.32
H -2.470 2.334 -6.169 0.40
H -1.259 2.628 -4.963 0.32
H -3.819 1.001 -4.710 0.41
H -3.702 2.548 -3.958 0.49
H -1.021 2.484 -2.644 0.26
H -2.504 2.768 -1.694 0.60
H -1.445 1.458 -1.246 0.12
H -4.653 1.179 -2.272 0.44
H -4.121 -0.478 -2.616 0.47
H -3.603 0.348 -1.133 0.43
H 0.980 0.087 -3.165 0.01
H 0.441 1.586 -3.837 0.26
H 1.202 0.422 -4.938 0.54
H -2.104 -1.297 -1.902 0.28
C -3.722 3.090 2.829 -1.40
C -3.448 2.205 4.051 1.63
C -4.538 2.405 5.113 -1.27
C -5.780 1.564 4.806 -0.65
C -5.373 0.119 4.695 -1.40
C -4.410 -0.148 3.548 1.82
N -3.280 0.785 3.679 0.24
O -2.409 0.667 2.573 0.85
C -3.860 -1.565 3.707 -2.06
C -5.151 -0.082 2.212 -1.77
C -2.121 2.643 4.672 -1.72
H -3.926 4.134 3.068 0.47
H -4.580 2.695 2.279 0.29
H -2.897 3.045 2.121 0.02
H -4.169 2.124 6.100 0.31
H -4.852 3.449 5.108 0.37
H -6.321 1.977 3.949 0.36
H -6.509 1.666 5.619 0.42
H -6.157 -0.640 4.735 0.49
H -4.819 -0.139 5.615 0.35
H -3.341 -1.965 2.831 0.27
H -3.245 -1.713 4.591 0.32
H -4.719 -2.253 3.739 0.53
H -4.572 -0.414 1.348 0.31
H -6.054 -0.697 2.233 0.40
H -5.475 0.933 1.969 0.36
H -1.945 2.184 5.651 0.40
H -2.132 3.713 4.920 0.45
H -1.263 2.448 4.029 -0.02
H -1.608 0.277 2.945 -0.18
C 3.254 4.714 0.593 -1.99
C 2.150 4.213 -0.356 1.79
C 1.219 3.267 0.405 -0.60
C 0.187 3.976 1.254 0.52
C -0.590 4.985 0.461 -1.32
C 0.309 6.003 -0.234 2.12
N 1.359 5.281 -0.946 0.64
O 2.201 6.196 -1.637 -0.58
C -0.507 6.815 -1.234 -2.02
C 0.866 6.986 0.816 -1.97
C 2.790 3.404 -1.481 -2.00
H 3.868 3.864 0.912 0.46
H 2.870 5.137 1.520 0.31
H 3.930 5.397 0.078 0.43
H 0.717 2.649 -0.352 -0.39
H 1.783 2.582 1.041 0.71
H 0.697 4.512 2.063 0.33
H -0.501 3.318 1.792 -0.68
H -1.251 5.546 1.132 0.40
H -1.250 4.553 -0.294 0.02
H 0.047 7.707 -1.516 0.44
H -0.654 6.219 -2.142 0.35
H -1.494 7.002 -0.815 0.42
H 1.787 7.462 0.471 0.37
H 0.100 7.731 1.040 0.47
H 1.175 6.533 1.761 0.33
H 3.643 3.889 -1.951 0.43
H 2.015 3.105 -2.189 0.37
H 3.158 2.455 -1.072 0.36
H 1.884 6.136 -2.544 0.32
C 5.470 -4.600 -1.067 -1.70
C 5.141 -4.274 -2.521 1.92
C 5.287 -5.503 -3.409 -1.34
C 4.210 -6.568 -3.153 -0.59
C 2.844 -5.957 -3.400 -1.36
C 2.621 -4.691 -2.574 2.39
N 3.765 -3.806 -2.744 0.09
O 3.506 -2.617 -1.999 -0.35
C 1.357 -4.012 -3.082 -2.00
C 2.346 -5.106 -1.117 -1.57
C 6.083 -3.192 -3.045 -2.05
H 5.216 -5.615 -0.772 0.31
H 6.543 -4.490 -0.881 0.46
H 4.995 -3.905 -0.373 0.26
H 5.250 -5.286 -4.481 0.39
H 6.283 -5.942 -3.271 0.39
H 4.431 -7.380 -3.852 0.43
H 4.299 -7.004 -2.156 0.31
H 2.062 -6.701 -3.232 0.41
H 2.740 -5.722 -4.468 0.39
H 1.522 -3.613 -4.089 0.59
H 1.027 -3.155 -2.500 -0.24
H 0.542 -4.733 -3.159 0.39
H 2.062 -4.245 -0.503 -0.04
H 3.103 -5.670 -0.576 0.58
H 1.447 -5.733 -1.094 0.47
H 6.021 -2.277 -2.451 0.45
H 7.101 -3.543 -2.835 0.47
H 5.996 -3.016 -4.113 0.38
H 3.687 -1.898 -2.612 0.27
```

Calculated values
- F_max (eV/Å) = 1.35
- total charge = 0
- Kohn-Sham gap (eV) = 8.8
- SMILES string = CC1(C)CCCC(C)(C)N1O.CC1(C)CCCC(C)(C)N1O.CC1(C)CCCC(C)(C)N1O.CC1(C)CCCC(C)(C)N1O.NC(N)=O.NC(N)=O.OCCO
- E_HOMO (eV) = -8.472
- DFT total energy (eV) = -71239.0081

---

[2]
Entry from the Open Molecules 2025 dataset: C40H92N5O13S2 as an isolated structure (ωB97M-V with the def2-TZVPD basis set).

The geometry in XYZ format:
```
152
Properties=species:S:1:pos:R:3:mulliken_charge:R:1
C -5.031 3.083 8.188 -1.41
C -4.660 1.677 7.703 -0.13
C -3.354 1.689 6.894 -0.90
C -3.182 0.607 5.825 1.18
C -4.323 0.434 4.827 -0.90
C -4.096 -0.758 3.886 -0.83
C -2.766 -0.722 3.104 -0.66
C -1.651 -1.656 3.640 -1.15
C -0.325 -0.935 3.993 0.82
C 0.382 -1.498 5.248 -1.40
C 0.377 -0.605 6.506 0.57
C 1.758 -0.034 6.855 -1.43
C 2.436 0.800 5.756 -0.25
C 2.403 2.330 5.887 -0.69
S 0.880 3.162 6.320 0.95
O 1.231 4.570 6.315 -0.73
O 0.432 2.576 7.564 -0.65
N -0.130 2.733 5.167 -0.23
S -0.589 3.695 3.990 1.06
O -1.315 4.863 4.418 -0.75
O -1.218 2.853 2.987 -0.68
C 0.896 4.284 3.181 -0.81
C 1.566 3.209 2.377 -0.11
O 2.703 3.301 2.013 -0.49
H -5.879 3.078 8.876 0.40
H -4.171 3.546 8.679 0.32
H -5.268 3.715 7.327 0.34
H -4.531 1.030 8.577 0.31
H -5.488 1.282 7.109 0.21
H -2.526 1.575 7.603 0.41
H -3.198 2.675 6.441 0.25
H -2.289 0.883 5.259 -1.03
H -2.952 -0.362 6.290 0.21
H -4.440 1.347 4.232 0.21
H -5.267 0.262 5.356 0.43
H -4.153 -1.672 4.490 0.33
H -4.933 -0.799 3.179 0.31
H -2.390 0.303 3.067 0.49
H -2.973 -0.991 2.063 0.58
H -1.443 -2.394 2.864 0.33
H -2.014 -2.188 4.525 0.42
H -0.523 0.128 4.153 -0.67
H 0.355 -0.983 3.136 0.60
H -0.078 -2.461 5.494 0.47
H 1.424 -1.726 4.994 0.47
H -0.340 0.215 6.425 -0.56
H 0.064 -1.221 7.357 0.42
H 1.683 0.567 7.763 0.48
H 2.402 -0.888 7.099 0.45
H 2.061 0.522 4.767 0.12
H 3.503 0.550 5.749 0.41
H 3.119 2.701 6.625 0.45
H 2.685 2.762 4.924 0.08
H 0.578 5.078 2.499 0.43
H 1.597 4.712 3.898 0.48
H 0.963 2.327 2.125 0.47
C -3.341 -8.926 1.535 -0.85
O -4.048 -8.201 0.551 -0.20
C -5.406 -7.928 0.874 -1.03
C -5.639 -6.447 1.068 0.13
N -4.957 -5.946 2.249 -0.26
C -4.977 -4.491 2.387 -0.83
C -4.340 -3.649 1.288 -0.12
O -2.933 -3.781 1.194 -0.29
C -2.478 -4.859 0.405 -0.57
H -2.382 -9.205 1.102 0.25
H -3.158 -8.334 2.438 0.32
H -3.877 -9.838 1.818 0.33
H -5.706 -8.500 1.757 0.52
H -6.021 -8.261 0.031 0.40
H -6.716 -6.276 1.178 0.32
H -5.321 -5.942 0.143 -0.09
H -3.994 -6.257 2.224 0.18
H -4.476 -4.244 3.325 0.41
H -6.020 -4.171 2.492 0.35
H -4.527 -2.604 1.544 0.19
H -4.795 -3.825 0.304 0.13
H -3.156 -5.061 -0.430 0.09
H -2.347 -5.777 0.987 0.24
H -1.503 -4.580 0.003 0.38
C -2.513 -6.489 -3.789 -0.65
O -3.647 -7.326 -3.874 -0.40
C -4.363 -7.471 -2.652 -0.40
C -5.708 -6.781 -2.712 -0.56
N -5.557 -5.333 -2.731 -0.10
C -6.787 -4.586 -2.967 -0.81
C -7.512 -4.788 -4.292 -0.56
O -6.818 -4.290 -5.420 -0.43
C -5.859 -5.162 -5.983 -0.52
H -1.969 -6.587 -4.727 0.25
H -2.777 -5.435 -3.648 0.27
H -1.855 -6.792 -2.968 0.31
H -3.778 -7.094 -1.809 0.12
H -4.521 -8.541 -2.491 0.39
H -6.282 -7.056 -1.822 0.31
H -6.247 -7.172 -3.587 0.41
H -4.874 -5.080 -3.433 0.07
H -6.549 -3.523 -2.879 0.44
H -7.488 -4.821 -2.159 0.37
H -8.445 -4.220 -4.243 0.39
H -7.785 -5.838 -4.456 0.36
H -6.158 -6.209 -5.881 0.27
H -4.869 -5.035 -5.536 0.19
H -5.782 -4.921 -7.043 0.29
C 7.123 2.288 -4.526 -0.27
O 7.345 3.375 -3.652 -0.38
C 6.191 4.174 -3.408 -0.75
C 5.688 4.012 -1.990 -0.15
N 5.122 2.691 -1.772 -0.23
C 4.773 2.395 -0.381 -0.68
C 5.888 2.371 0.653 -0.44
O 6.818 1.308 0.495 -0.43
C 7.871 1.552 -0.410 -0.51
H 8.098 1.864 -4.768 0.24
H 6.506 1.506 -4.071 0.33
H 6.636 2.618 -5.449 -0.10
H 5.408 3.936 -4.132 0.32
H 6.483 5.218 -3.559 0.36
H 4.908 4.759 -1.813 0.34
H 6.523 4.242 -1.312 0.19
H 5.776 1.994 -2.107 0.12
H 4.291 1.414 -0.369 0.30
H 4.023 3.113 -0.048 0.38
H 5.416 2.217 1.625 0.31
H 6.425 3.326 0.706 0.31
H 8.163 2.607 -0.415 0.26
H 7.622 1.255 -1.434 0.16
H 8.727 0.956 -0.088 0.29
C 5.431 9.428 -7.360 -0.70
O 5.033 8.656 -8.474 -0.35
C 6.073 8.352 -9.393 -0.79
C 6.412 6.878 -9.375 -0.19
N 7.050 6.497 -8.124 -0.29
C 7.240 5.063 -7.939 -0.75
C 6.006 4.172 -7.880 -0.62
O 5.206 4.368 -6.731 -0.30
C 4.258 5.415 -6.803 -0.68
H 4.525 9.719 -6.831 0.24
H 6.073 8.869 -6.670 0.29
H 5.961 10.333 -7.672 0.34
H 6.961 8.953 -9.177 0.41
H 5.716 8.618 -10.392 0.39
H 7.102 6.667 -10.198 0.35
H 5.483 6.323 -9.572 0.18
H 6.506 6.859 -7.351 0.06
H 7.791 4.923 -7.005 0.39
H 7.885 4.697 -8.746 0.42
H 6.358 3.138 -7.824 0.36
H 5.389 4.249 -8.784 0.40
H 3.873 5.539 -7.820 0.36
H 4.668 6.370 -6.460 0.19
H 3.431 5.151 -6.145 0.30
```

Calculated values
- F_max (eV/Å) = 0.97
- total charge = -1
- Kohn-Sham gap (eV) = 8.3
- E_HOMO (eV) = -6.401
- DFT total energy (eV) = -98706.7243

---

[3]
Entry from the Open Molecules 2025 dataset: C40H93CaF12N9O19S4 as an isolated structure in a non-equilibrium geometry (ωB97M-V with the def2-TZVPD basis set).

The geometry in XYZ format:
```
178
Properties=species:S:1:pos:R:3:mulliken_charge:R:1
Ca 0.373 -2.112 2.775 3.33
C -0.808 1.545 0.093 0.40
F -1.967 2.042 0.472 -0.03
F -0.325 2.007 -1.076 -0.16
F 0.055 2.097 0.990 -0.17
S -0.771 -0.427 0.139 -0.20
O -1.894 -0.833 0.944 -0.61
O -0.766 -0.955 -1.226 0.16
N 0.694 -0.887 1.018 -0.97
S 1.910 -0.368 0.146 0.33
O 1.719 0.061 -1.242 -0.45
O 2.791 0.540 0.828 -0.64
C 2.957 -2.004 -0.011 0.43
F 2.713 -2.794 1.049 0.08
F 2.679 -2.671 -1.084 -0.13
F 4.273 -1.744 0.007 -0.22
C 2.789 -2.735 6.368 0.64
F 2.569 -1.477 6.654 -0.20
F 3.846 -3.117 6.913 -0.18
F 1.784 -3.493 6.804 -0.23
S 2.948 -2.965 4.544 0.63
O 2.794 -1.648 3.961 -0.47
O 4.213 -3.652 4.390 -0.47
N 1.412 -3.662 3.974 -0.77
S 1.683 -5.255 4.060 0.89
O 2.575 -5.638 5.130 -0.62
O 0.394 -5.987 4.145 -0.67
C 2.613 -5.746 2.457 0.64
F 2.960 -7.052 2.461 -0.23
F 1.641 -5.632 1.522 -0.23
F 3.627 -4.962 2.136 -0.15
C 5.200 7.499 0.413 -0.75
O 4.830 6.988 -0.822 -0.30
C 3.512 6.523 -0.938 -0.55
C 3.280 5.112 -0.306 -0.62
N 3.973 3.958 -0.871 0.21
C 5.444 3.795 -0.669 -0.78
C 5.706 2.346 -1.149 0.90
O 5.747 2.366 -2.564 -0.41
C 6.855 1.592 -2.939 -0.47
H 6.278 7.661 0.392 0.29
H 5.155 6.770 1.222 0.31
H 4.588 8.350 0.712 0.34
H 3.284 6.533 -2.004 0.33
H 2.741 7.147 -0.485 0.42
H 2.223 4.905 -0.473 0.22
H 3.443 5.167 0.770 0.45
H 3.888 3.877 -1.874 0.32
H 5.724 3.970 0.370 0.51
H 5.926 4.510 -1.335 0.32
H 4.979 1.624 -0.779 0.03
H 6.623 1.976 -0.689 -0.53
H 6.693 0.526 -2.780 0.28
H 7.741 1.917 -2.393 0.10
H 6.850 1.634 -4.028 0.31
C -6.653 7.400 7.223 -0.78
O -5.658 6.883 6.314 -0.32
C -5.552 5.506 6.286 -0.62
C -4.263 5.136 5.370 -0.51
N -4.663 5.315 4.024 -0.13
C -3.680 4.915 2.964 -1.35
C -3.133 3.522 2.983 0.20
O -4.196 2.475 2.871 -0.32
C -5.136 2.602 1.872 -0.67
H -6.269 7.628 8.217 0.28
H -7.539 6.783 7.371 0.33
H -6.999 8.342 6.798 0.26
H -6.416 4.976 5.885 0.34
H -5.367 5.169 7.306 0.41
H -4.132 4.063 5.510 0.31
H -3.354 5.682 5.624 0.29
H -5.027 6.245 3.874 0.23
H -2.861 5.581 3.233 0.51
H -4.118 5.081 1.980 0.47
H -2.499 3.373 3.858 0.37
H -2.369 3.490 2.206 -0.10
H -4.631 2.210 0.989 0.19
H -5.507 3.593 1.609 0.32
H -5.968 1.969 2.179 0.26
C -0.696 -3.987 0.440 -1.18
O -0.826 -3.823 1.843 0.19
C -2.185 -3.913 2.277 -0.95
C -2.182 -3.461 3.810 -0.93
N -1.735 -2.101 3.879 -0.50
C -1.159 -1.892 5.228 -0.96
C -0.523 -0.605 5.377 -0.68
O 0.433 -0.410 4.323 0.26
C 0.481 0.956 4.086 -1.03
H -1.333 -3.384 -0.207 0.34
H -0.936 -5.037 0.275 0.51
H 0.330 -3.972 0.071 0.12
H -2.499 -4.955 2.211 0.52
H -2.858 -3.324 1.654 0.35
H -1.940 -4.326 4.427 0.43
H -3.192 -3.369 4.208 0.67
H -2.564 -1.539 4.009 0.43
H -0.347 -2.601 5.392 0.25
H -1.902 -2.279 5.926 0.70
H -0.011 -0.529 6.336 0.35
H -1.273 0.186 5.398 0.57
H -0.398 1.263 3.518 0.27
H 1.260 1.204 3.366 0.14
H 0.566 1.502 5.026 0.37
C -3.157 -2.838 -2.931 -0.08
O -4.071 -3.897 -2.571 -0.39
C -5.369 -3.333 -2.309 -0.28
C -6.337 -4.399 -1.737 -0.57
N -7.762 -3.978 -1.774 -0.37
C -8.204 -4.480 -3.082 -0.45
C -9.706 -4.103 -3.288 -0.51
O -10.287 -5.192 -3.995 -0.34
C -11.363 -4.895 -4.815 -0.73
H -2.896 -2.249 -2.051 0.14
H -3.552 -2.182 -3.706 0.39
H -2.324 -3.361 -3.401 -0.22
H -5.715 -2.894 -3.245 0.18
H -5.186 -2.525 -1.600 0.22
H -6.037 -4.602 -0.709 0.37
H -6.147 -5.289 -2.337 0.27
H -8.288 -4.289 -0.970 0.29
H -8.225 -5.563 -3.201 0.28
H -7.629 -4.044 -3.899 0.27
H -9.847 -3.203 -3.887 0.36
H -10.134 -3.849 -2.318 0.29
H -12.056 -5.713 -5.015 0.26
H -11.114 -4.458 -5.782 0.29
H -11.943 -4.159 -4.258 0.32
C -3.151 1.351 -4.616 -1.31
C -1.756 1.754 -4.994 0.54
C -1.536 3.309 -5.080 -0.71
O -0.139 3.473 -5.606 -0.40
C 0.735 4.437 -4.882 -0.58
N -0.770 1.125 -4.159 -0.14
H -3.365 0.313 -4.870 0.21
H -3.844 2.034 -5.106 0.44
H -3.454 1.444 -3.573 0.22
H -1.633 1.364 -6.005 0.32
H -1.518 3.818 -4.116 0.28
H -2.240 3.739 -5.794 0.38
H 0.319 5.369 -5.267 0.38
H 1.754 4.111 -5.090 0.26
H 0.602 4.388 -3.801 0.13
H -0.869 1.537 -3.242 -0.20
H 0.199 1.301 -4.385 0.24
C 11.061 2.805 0.209 -1.28
C 9.572 2.272 0.204 0.73
C 9.307 0.802 0.611 -0.78
O 7.969 0.397 0.548 -0.10
C 7.650 -0.927 0.915 -0.57
N 8.931 3.263 1.013 -0.74
H 11.359 2.735 1.255 0.34
H 11.082 3.831 -0.160 0.38
H 11.711 2.388 -0.561 0.38
H 9.125 2.584 -0.740 -0.32
H 9.696 0.807 1.629 0.34
H 9.965 0.041 0.192 0.50
H 7.576 -0.869 2.001 0.35
H 8.373 -1.675 0.589 0.32
H 6.752 -1.333 0.450 -0.02
H 9.379 2.941 1.859 0.32
H 8.004 2.968 1.285 0.23
C -0.352 -6.283 -6.647 -1.37
C 0.066 -4.834 -6.484 0.19
C 0.379 -4.562 -4.970 -0.45
O 0.933 -3.243 -4.823 -0.36
C 1.235 -2.788 -3.538 -0.78
N 1.258 -4.570 -7.346 -0.70
H 0.511 -6.902 -6.402 0.34
H -0.677 -6.539 -7.656 0.35
H -1.112 -6.506 -5.898 0.36
H -0.738 -4.155 -6.770 0.35
H 1.168 -5.280 -4.747 0.35
H -0.520 -4.738 -4.379 0.16
H 2.113 -2.154 -3.417 0.28
H 1.467 -3.690 -2.972 0.41
H 0.457 -2.276 -2.973 0.33
H 2.111 -5.050 -7.093 0.26
H 1.525 -3.600 -7.256 0.31
```

Calculated values
- F_max (eV/Å) = 5.11
- total charge = +1
- Kohn-Sham gap (spin up / spin down) (eV) = 7.9 / 3.2
- E_HOMO (spin up / spin down) (eV) = -10.167 / -10.167
- 2S+1 = 2
- DFT total energy (eV) = -189670.6066